13 unconnected molecules or ions with the total composition C50H138N12O14 in a non-equilibrium geometry, computed with wB97M-V/def2-TZVPD.

```
214
Properties=species:S:1:pos:R:3:forces:R:3
C 2.6734 3.6546 6.2254 0.633 0.511 -0.473
C 3.4069 2.3456 6.4504 -0.038 0.136 0.119
C 4.6231 2.1754 5.4650 -1.080 -0.578 1.634
O 4.0862 1.8711 4.2085 0.420 -0.475 -1.338
C 5.0268 1.3029 3.2421 -0.461 0.520 0.891
N 3.7768 2.2596 7.8670 0.731 -0.301 0.699
H 2.3488 3.6088 5.1859 -0.718 0.236 0.210
H 3.2988 4.5457 6.2796 0.609 -0.153 0.037
H 1.9184 3.8822 6.9779 -0.502 -0.542 -0.331
H 2.6802 1.5722 6.2017 0.140 -0.361 -0.267
H 5.1870 1.3260 5.8506 0.315 -0.236 -0.040
H 5.2680 3.0516 5.5321 0.040 0.280 -0.425
H 4.5666 0.5986 2.5491 -0.806 0.171 0.365
H 5.7680 0.7054 3.7728 0.307 0.220 0.031
H 5.4550 2.0994 2.6335 0.411 0.028 0.191
H 3.0050 2.0280 8.4760 -0.975 0.786 -0.308
H 4.3079 1.4418 8.1305 0.936 -0.239 -0.819
C 3.3079 -5.1208 -7.3183 0.395 1.144 0.990
C 2.1135 -5.2862 -6.2961 1.723 1.469 -0.905
C 1.8652 -4.0872 -5.3372 -0.334 0.041 -0.154
O 0.6930 -4.3523 -4.6023 -1.139 0.048 0.200
C 0.4664 -3.4382 -3.4850 1.312 -0.779 -1.771
N 0.9896 -5.5624 -7.1653 -0.196 -0.447 0.536
H 3.0691 -4.4378 -8.1336 -0.513 0.299 0.305
H 3.6909 -5.9715 -7.8819 -0.467 -0.683 0.622
H 4.1655 -4.6788 -6.8110 0.292 -0.047 0.094
H 2.3388 -6.0992 -5.6058 -0.025 -0.292 -0.011
H 1.6707 -3.1164 -5.7931 0.551 0.119 -0.734
H 2.6839 -3.9750 -4.6265 0.492 -0.028 -0.090
H -0.5003 -3.7391 -3.0815 0.642 -0.081 0.649
H 0.4386 -2.3796 -3.7434 -0.372 0.176 -0.706
H 1.4305 -3.5209 -2.9832 -0.661 -0.166 1.497
H 1.0230 -6.5675 -7.0723 -1.251 -0.332 -0.697
H 0.1607 -5.1963 -6.7192 -0.428 -0.413 0.127
C -3.1580 -8.4202 -1.0417 0.597 0.145 1.716
C -2.7889 -7.6474 0.3249 0.424 -0.113 -1.675
C -3.2429 -6.1769 0.3318 0.263 -0.281 -0.532
O -2.6312 -5.5998 -0.7449 1.625 2.232 -3.070
C -2.7924 -4.1708 -0.9975 -1.057 -0.633 1.695
N -3.1972 -8.2737 1.5667 -0.756 0.032 0.177
H -4.1343 -8.1246 -1.4258 -0.061 -0.319 0.118
H -3.0482 -9.4778 -0.8019 -0.828 -0.176 0.202
H -2.4316 -8.3665 -1.8527 0.159 0.989 0.164
H -1.7063 -7.7203 0.4285 0.235 0.577 -0.658
H -2.9287 -5.6677 1.2429 -0.227 -0.061 0.508
H -4.3104 -6.0657 0.1417 -0.594 -0.353 0.716
H -3.8346 -3.8614 -0.9188 -0.540 -0.372 -0.205
H -2.4628 -3.7792 -1.9599 0.470 -0.855 0.008
H -2.3682 -3.5997 -0.1716 0.579 0.065 -0.027
H -2.5693 -7.8352 2.2251 0.281 -0.359 0.577
H -4.0566 -7.8029 1.8116 -0.777 -0.449 0.276
C -2.8555 -2.1914 3.8542 -0.229 -2.866 -0.292
C -2.7468 -0.7727 4.1001 1.276 2.310 -1.561
C -1.2669 -0.2250 4.1621 -0.131 -1.461 1.332
O -0.4183 -1.2490 4.7946 -1.173 1.437 0.153
C 0.8345 -0.6705 5.0192 0.921 -0.392 -1.178
N -3.3240 -0.0269 2.9296 -0.176 0.068 1.307
H -3.8946 -2.5039 3.7506 -0.377 0.271 -0.187
H -2.5404 -2.7971 4.7039 0.475 0.136 -0.006
H -2.3475 -2.5365 2.9537 0.210 0.123 0.042
H -3.2798 -0.5812 5.0315 0.174 0.526 0.153
H -1.3167 0.7177 4.7069 0.210 0.010 0.881
H -0.7239 0.1124 3.2792 -0.681 -0.624 -0.918
H 1.5961 -1.3997 5.2954 -0.485 -0.259 0.933
H 0.8071 0.2205 5.6465 0.033 -0.081 0.258
H 1.2599 -0.4182 4.0478 -0.003 0.825 -0.402
H -4.2173 -0.4146 2.6616 -0.230 -0.170 0.309
H -3.5391 0.9085 3.2438 -0.012 0.412 -0.181
C -6.5409 0.1172 1.0773 -1.752 -1.893 0.926
C -5.2379 -0.0765 0.4015 -0.767 -0.441 -2.199
C -5.3912 -0.6320 -1.0990 0.753 1.097 1.914
O -4.1044 -0.6254 -1.7117 -0.062 -0.141 0.610
C -4.0893 -0.3923 -3.1045 0.302 -0.289 0.213
N -4.7708 1.2471 0.5099 3.072 1.573 -0.176
H -6.4103 0.1636 2.1584 0.125 0.152 0.069
H -7.2148 -0.7242 0.9163 -0.436 -0.011 -0.107
H -7.0073 1.0596 0.7903 -0.045 -0.206 -0.246
H -4.5155 -0.7377 0.8803 -0.387 -0.105 0.093
H -6.0687 0.0431 -1.6218 -0.252 -0.115 -0.190
H -5.8054 -1.6313 -0.9656 -0.057 -0.248 -0.593
H -3.1691 -0.7991 -3.5238 -0.060 -0.559 0.106
H -3.9694 0.6657 -3.3379 -0.779 0.276 0.024
H -4.9670 -0.8783 -3.5305 0.079 0.312 -0.535
H -3.7643 1.2044 0.4368 0.483 0.444 -0.037
H -5.0569 1.8623 -0.2383 -0.424 -0.068 -0.186
C -5.9726 3.2858 -4.3083 0.373 -0.241 -1.153
C -5.9774 3.3561 -2.8021 -0.333 2.112 0.301
C -5.1008 4.5378 -2.3420 1.505 -0.559 -1.491
O -3.8072 4.4401 -2.8963 2.122 0.446 0.000
C -2.9562 3.3403 -2.5765 -1.402 -0.925 0.471
N -7.3096 3.8031 -2.3876 -0.432 -0.722 0.492
H -5.0225 2.8848 -4.6612 -0.025 0.182 -0.237
H -6.1648 4.2448 -4.7894 0.786 0.759 0.499
H -6.7719 2.8009 -4.8688 -0.223 -1.170 0.954
H -5.5739 2.4835 -2.2885 -0.664 -0.461 -0.181
H -5.0519 4.7297 -1.2702 -0.219 -0.450 0.343
H -5.4410 5.4510 -2.8304 -0.460 0.053 0.145
H -3.2222 2.8747 -1.6276 -0.231 0.150 0.447
H -1.8802 3.4911 -2.4899 -0.116 0.938 -0.474
H -3.1482 2.5413 -3.2927 0.317 -0.044 -0.362
H -7.4368 4.6484 -2.9255 -0.471 0.134 -0.382
H -7.1856 4.1903 -1.4630 -0.394 -0.172 0.632
C 0.0413 -4.2977 1.8735 0.468 -0.513 2.222
C 1.0749 -4.8778 0.9246 -1.713 -0.848 0.668
C 1.3158 -6.4335 1.1712 0.934 2.409 0.900
O 2.0041 -6.4433 2.4597 -1.091 -1.562 -1.228
C 2.0626 -7.8064 2.9238 -0.211 1.299 -0.071
N 0.4335 -4.5921 -0.2964 -0.428 -0.479 -3.757
H 0.1007 -4.7742 2.8520 0.333 0.502 0.439
H -0.9870 -4.5056 1.5777 0.099 0.028 -0.383
H 0.1956 -3.2205 1.9368 -0.286 0.044 0.254
H 1.9502 -4.2283 0.9163 0.681 -0.912 0.720
H 1.8647 -6.9170 0.3631 0.879 0.271 -0.050
H 0.4251 -7.0618 1.1736 -0.708 0.516 0.540
H 2.6616 -8.3563 2.1979 0.427 -0.410 0.541
H 1.0815 -8.2787 2.9728 -0.368 0.094 -0.234
H 2.3848 -7.7375 3.9628 0.668 -0.376 -0.266
H -0.4508 -4.1132 -0.2031 0.239 -0.058 0.191
H 0.1854 -5.4215 -0.8166 0.198 -0.142 -0.321
C 7.9962 -2.2402 0.2058 -0.090 -0.256 0.547
C 6.5886 -1.7736 0.6256 -0.040 -2.003 -2.694
C 6.0903 -2.4952 1.8377 -0.861 0.448 1.927
O 4.8188 -1.9705 2.3126 0.390 -0.022 -0.480
C 3.8222 -2.0063 1.2806 0.256 -0.112 0.666
N 6.5417 -0.3517 0.6210 0.338 0.827 1.239
H 8.6723 -1.4946 -0.2125 -0.517 0.465 -0.104
H 7.9446 -3.0279 -0.5459 0.118 -0.300 0.385
H 8.4835 -2.5391 1.1338 0.357 -0.587 -0.152
H 5.9174 -2.0986 -0.1693 -0.081 -0.058 -0.269
H 6.7745 -2.3789 2.6782 0.092 0.345 0.206
H 5.9696 -3.5765 1.7722 0.126 -0.159 -0.826
H 3.8284 -1.0645 0.7320 0.143 -0.091 -0.535
H 2.8232 -2.0870 1.7091 0.117 -0.126 0.376
H 4.0108 -2.8880 0.6682 -0.266 0.179 -0.415
H 5.9100 -0.0846 1.3624 -0.520 0.365 0.006
H 7.4353 -0.1370 1.0398 0.375 0.997 -0.095
C -3.2584 4.2931 1.1840 -1.043 0.280 1.928
C -3.7279 4.4130 2.6690 1.043 0.174 0.196
C -2.5707 4.9734 3.5948 -1.662 -1.418 -0.191
O -1.4901 4.1180 3.4806 1.289 -0.338 -0.686
C -0.3362 4.5126 4.1772 0.274 -0.564 0.645
N -4.9504 5.2122 2.7827 0.833 -0.098 -0.524
H -4.0344 3.6510 0.7674 0.526 -0.122 -0.571
H -2.2382 3.9101 1.2084 -0.194 -0.194 -0.497
H -3.3115 5.2844 0.7339 0.212 0.018 -0.230
H -4.0168 3.4243 3.0254 0.444 -0.235 0.057
H -2.8663 4.8095 4.6311 -0.668 0.921 0.371
H -2.3598 6.0167 3.3600 0.176 0.222 -0.009
H -0.4403 4.6315 5.2557 -0.902 0.256 0.363
H 0.0934 5.4520 3.8292 0.232 -0.137 -0.469
H 0.3352 3.6539 4.1807 0.347 0.253 -0.775
H -5.0702 5.4047 3.7669 -0.321 0.264 0.184
H -4.6761 6.0698 2.3252 -0.541 0.665 0.096
C -2.1856 1.7005 -6.9820 -0.539 -0.971 0.301
C -0.8878 2.2597 -6.4544 2.724 0.070 -0.698
C -0.2833 1.6727 -5.1351 -1.754 -0.484 -0.517
O 0.5760 2.5311 -4.4284 -0.282 -0.092 0.855
C 1.0744 1.9175 -3.1995 0.599 0.085 -1.202
N 0.1649 2.0823 -7.5543 -1.028 0.676 0.614
H -2.8955 1.4993 -6.1797 -0.141 0.157 0.166
H -2.0743 0.7499 -7.5036 0.343 -0.141 0.073
H -2.6811 2.3438 -7.7092 0.280 0.308 0.143
H -1.0680 3.3179 -6.2654 0.365 0.174 -0.071
H 0.2040 0.7109 -5.2948 0.263 -0.177 -0.425
H -1.2053 1.3958 -4.6239 -0.043 0.135 1.223
H 1.8413 1.1882 -3.4605 -0.065 -0.448 -0.221
H 0.3318 1.4142 -2.5805 -0.268 0.407 -0.151
H 1.6531 2.6504 -2.6373 -0.589 0.366 0.029
H 0.9515 2.6831 -7.3533 0.098 0.319 0.088
H 0.5417 1.1585 -7.3967 -0.009 -0.336 -0.204
C -0.0997 -1.1814 -0.8981 -1.251 0.942 -0.829
C -0.6662 -0.4298 0.2858 0.326 -2.254 1.943
C -0.8293 1.0318 0.1687 1.008 0.762 -1.417
O 0.4614 1.5508 -0.1687 -0.493 0.375 -0.631
C 1.4469 1.8885 0.8025 -1.714 0.458 -0.660
N -1.8478 -1.1360 0.7371 -0.476 -0.795 -0.929
H -0.9764 -1.2073 -1.5453 0.096 -0.403 -0.908
H 0.1723 -2.2012 -0.6259 0.255 0.275 -0.138
H 0.6746 -0.5969 -1.3950 0.210 -0.367 0.092
H 0.0917 -0.7497 1.0009 0.341 1.181 0.989
H -1.4484 1.5624 0.8921 0.817 -0.096 1.299
H -1.4466 1.3048 -0.6872 0.006 -0.453 -0.817
H 1.7918 2.8409 0.4000 0.581 0.054 0.604
H 2.2442 1.1467 0.8481 -0.053 -0.084 0.300
H 0.8733 2.0494 1.7153 0.748 0.021 0.605
H -2.4628 -0.6412 1.3671 0.369 0.415 0.360
H -2.3901 -1.3806 -0.0791 -0.319 -0.027 -0.206
C 0.5432 5.6015 -0.5019 -0.733 0.315 0.950
C 1.8404 6.3791 -0.3655 -1.197 -0.326 -0.327
C 2.9606 5.5028 0.1580 0.274 0.239 1.514
O 2.6174 5.1401 1.4909 -0.878 -0.310 -0.277
C 3.4183 4.2708 2.2628 0.998 1.179 -0.092
N 2.1033 6.8597 -1.6829 1.753 0.311 -0.539
H 0.1778 5.3158 0.4844 -0.093 -0.767 -0.167
H 0.6507 4.8132 -1.2470 0.182 -0.639 0.484
H -0.2407 6.2118 -0.9505 0.024 0.444 0.122
H 1.6517 7.3060 0.1761 0.389 -0.435 1.031
H 3.8885 6.0744 0.1792 0.297 0.056 -0.236
H 3.1045 4.5884 -0.4177 -0.073 -0.010 -0.505
H 2.8035 3.9880 3.1172 0.394 -0.252 -0.205
H 4.3113 4.8237 2.5542 0.037 0.539 0.891
H 3.9792 3.4572 1.8028 -1.130 -0.710 -0.793
H 1.5724 7.7143 -1.7722 -0.151 -0.389 -0.966
H 1.8493 6.0819 -2.2750 -0.211 0.756 -0.969
C 5.9189 3.3163 -0.8517 -0.361 0.333 -1.033
C 4.8695 2.2573 -1.2778 0.697 0.820 0.321
O 5.4921 1.1140 -1.7645 0.416 -0.411 -1.054
O 6.8005 2.7967 0.0943 0.324 -0.530 0.996
H 5.4984 4.2659 -0.5206 -0.269 -0.172 0.268
H 6.6237 3.5599 -1.6467 -0.808 0.292 -1.026
H 4.2666 2.6374 -2.1025 -0.314 0.195 0.208
H 4.2762 1.9843 -0.4051 -0.420 0.319 0.094
H 5.7472 0.5194 -1.0553 0.274 -0.160 0.644
H 7.3131 2.2494 -0.5052 0.566 -0.639 0.705
```
Forces are in eV/Å.

Calculated values
Spin multiplicity: 2
E_HOMO (alpha / beta): 0.02827 / -0.24932 hartree
Frontier orbital gap (alpha / beta): 1.27 / 8.84 eV
Net charge: -1

Here are the Mulliken charges for atoms 1 to 5, given in e: number 1, C, carries -1.07; number 2, C, carries 1.53; number 3, C, carries -0.99; number 4, O, carries 0.19; number 5, C, carries -0.41